1.
A molecular structure, C30H19CoN8O2. Source: OMol25; level of theory: ωB97M-V with the def2-TZVPD basis set.

2S+1	4
HOMO level (spin up / spin down)	-8.93 / -10.92	eV
energy above the lowest of the compared OMol25 structures with the same formula, charge and spin	8.6	kcal per mole
net charge	+1
E_LUMO (spin up / spin down)	-3.82 / -5.67	eV
electronic energy	-85053.276	eV
expectation value of S²	3.854
frontier orbital gap (spin up / spin down)	0.188 / 0.193	hartree

Cartesian coordinates (Å):
Co -1.287 -0.474 0.500
C -4.441 2.050 1.466
C -3.911 3.332 1.264
C -2.591 3.471 0.931
C -1.743 2.348 0.803
N -2.290 1.103 0.988
C -3.597 0.988 1.309
N -0.441 2.604 0.467
C 0.494 1.707 0.708
N 0.225 0.502 1.269
C 1.350 -0.198 1.418
N 1.176 -1.569 1.807
C 0.106 -1.702 2.776
C 0.427 -2.058 4.070
C -0.596 -2.222 4.992
C -1.904 -2.034 4.581
C -2.137 -1.674 3.268
N -1.160 -1.497 2.375
C 2.474 0.542 0.943
C 3.849 0.287 0.845
C 4.648 1.255 0.274
C 4.109 2.472 -0.187
C 2.758 2.742 -0.082
C 1.933 1.770 0.478
H -5.479 1.893 1.724
H -4.543 4.205 1.371
H -2.140 4.440 0.766
H -3.970 -0.025 1.415
H 1.466 -2.200 4.330
H -0.372 -2.502 6.013
H -2.734 -2.160 5.263
H -3.148 -1.508 2.918
H 4.270 -0.642 1.216
H 5.715 1.084 0.182
H 4.771 3.211 -0.621
H 2.343 3.684 -0.422
O 0.481 0.199 -6.205
N 1.110 -0.649 -5.604
O 1.893 -1.422 -6.112
C 0.781 -0.863 -4.172
C 1.651 -1.655 -3.480
C 1.458 -1.949 -2.124
C 2.412 -2.677 -1.329
C 2.162 -2.877 -0.032
C 0.896 -2.427 0.620
N -0.036 -1.712 -0.243
C 0.292 -1.458 -1.489
C -0.583 -0.557 -2.209
N -1.571 -0.020 -1.460
C -2.397 0.843 -2.023
C -2.284 1.200 -3.366
C -1.278 0.671 -4.133
C -0.367 -0.239 -3.550
H 2.513 -2.050 -3.998
H 3.333 -3.014 -1.790
H 2.861 -3.387 0.621
H 0.379 -3.308 1.011
H -3.173 1.265 -1.395
H -2.987 1.904 -3.789
H -1.172 0.956 -5.164



2.
A molecular structure, C12H13AgBrIN3. Source: OMol25; level of theory: ωB97M-V with the def2-TZVPD basis set.

HOMO level	-10.72	eV
net charge	+1
E_LUMO	-6.48	eV
electronic energy	-99252.588	eV
frontier orbital gap	0.156	hartree

Cartesian coordinates (Å):
N 0.972 -1.873 0.295
C 2.238 -1.499 -0.486
C 2.958 -0.343 0.371
C 3.164 1.043 -0.413
C 1.864 1.575 -1.192
C 0.479 1.297 -0.423
C 0.325 1.704 1.074
N -0.842 1.563 1.881
C -1.873 0.940 1.091
C -3.257 0.667 1.818
C -4.489 0.030 1.076
I -6.410 -0.313 2.052
C -4.388 -0.381 -0.453
C -3.017 -0.116 -1.136
Br -2.869 -0.604 -3.076
C -1.771 0.527 -0.397
N -0.570 0.691 -1.174
H 1.296 -2.433 1.102
H 0.305 -2.392 -0.311
H 1.859 -1.129 -1.512
H 2.858 -2.451 -0.624
H 4.017 -0.744 0.626
H 2.447 -0.200 1.402
H 3.646 1.839 0.275
H 3.967 0.840 -1.226
H 1.935 2.710 -1.365
H 1.797 1.043 -2.217
H 1.251 2.169 1.585
H -3.431 0.933 2.928
H -5.267 -0.847 -1.037
Ag 0.807 -4.247 -0.535



3.
A single C6H10ClN3O3 molecule. Source: OMol25; level of theory: ωB97M-V with the def2-TZVPD basis set.

HOMO level	-9.87	eV
energy above the lowest of the compared OMol25 structures with the same formula, charge and spin	0.0	kcal per mole
E_LUMO	0.36	eV
structure (SMILES)	O=[N+]([O-])[C@@]1(C[C@H](O)CCl)N=CCN1
electronic energy	-29514.600	eV
frontier orbital gap	0.376	hartree

Cartesian coordinates (Å):
C -2.358 -0.258 0.212
C -1.903 1.134 0.594
C -0.353 -0.543 1.161
C 0.970 -0.780 0.071
C 2.222 0.273 -1.830
C 0.814 0.157 -1.085
N -1.555 -1.151 0.576
N -0.738 0.824 1.349
N -0.034 -1.162 2.485
O 0.199 -2.314 2.542
O 0.088 -0.438 3.437
O -0.090 -0.209 -2.025
Cl 2.310 1.747 -2.867
H -3.313 -0.449 -0.101
H -1.710 1.582 -0.443
H -2.786 1.666 1.062
H 1.990 -0.688 0.516
H 0.863 -1.887 -0.244
H 2.329 -0.640 -2.502
H 3.047 0.142 -1.145
H 0.674 1.223 -0.629
H 0.105 1.376 1.150
H -0.772 0.395 -2.285



4.
A single C11H9N5O2 molecule. Source: OMol25; level of theory: ωB97M-V with the def2-TZVPD basis set.

HOMO level	-9.39	eV
E_LUMO	0.45	eV
structure (SMILES)	O=c1[nH]c(=O)n2nc(Cc3ccccc3)nc2[nH]1
electronic energy	-23099.426	eV
frontier orbital gap	0.362	hartree

Cartesian coordinates (Å):
O -4.998 0.928 2.147
O -1.304 -0.552 4.148
N -1.512 -0.679 -0.328
N -0.114 -1.027 1.460
C -3.866 0.527 2.062
C -1.911 -0.297 3.101
C -2.139 -0.397 0.773
C -0.252 -1.053 0.168
C 3.240 1.603 -2.387
C 3.156 1.441 -1.022
C 2.612 0.652 -3.179
C 2.339 0.447 -0.463
C 1.809 -0.369 -2.675
C 1.675 -0.476 -1.277
N -3.136 0.306 3.207
N -3.378 0.119 0.845
N -1.372 -0.591 1.884
C 0.850 -1.580 -0.682
H 3.917 2.296 -2.890
H 3.716 2.035 -0.353
H 2.678 0.750 -4.258
H 2.244 0.325 0.609
H 1.288 -0.979 -3.424
H -3.558 0.469 4.090
H -3.789 0.497 0.005
H 0.373 -2.139 -1.507
H 1.433 -2.256 -0.053



5.
A molecular structure, C29H27BrN2OTl. Source: OMol25; level of theory: ωB97M-V with the def2-TZVPD basis set.

HOMO level	-2.75	eV
energy above the lowest of the compared OMol25 structures with the same formula, charge and spin	13.6	kcal per mole
net charge	-1
E_LUMO	2.48	eV
electronic energy	-110274.377	eV
frontier orbital gap	0.192	hartree

Cartesian coordinates (Å):
Tl -1.079 0.305 1.942
C -1.915 4.445 1.115
C -1.113 3.973 2.294
C -1.694 3.787 3.545
C -0.952 3.313 4.619
C 0.388 3.003 4.455
C 0.981 3.181 3.210
C 0.241 3.671 2.146
H -2.034 3.643 0.381
H -1.415 5.273 0.608
H -2.908 4.776 1.422
H -2.748 4.008 3.674
H -1.430 3.166 5.580
H 0.966 2.611 5.282
H 2.024 2.926 3.064
H 0.702 3.799 1.175
Br 1.278 4.331 -2.448
C 0.141 2.915 -1.800
C -1.169 2.940 -2.084
C -2.128 2.007 -1.558
C -1.708 1.040 -0.664
O -2.466 0.181 -0.062
C -0.270 0.959 -0.255
C 0.052 -1.576 -0.846
N 0.783 -2.490 -0.345
C 0.219 -3.768 -0.241
C 0.775 -4.824 -0.920
C 0.228 -6.118 -0.835
C -0.866 -6.364 -0.056
C -1.445 -5.312 0.690
C -2.578 -5.498 1.515
C -3.083 -4.444 2.214
C -2.435 -3.192 2.112
N -1.390 -2.978 1.362
C -0.897 -4.007 0.622
C 0.785 1.888 -0.936
H -1.536 3.741 -2.720
H -3.176 2.113 -1.806
H -0.982 -1.780 -1.151
H 1.640 -4.638 -1.544
H 0.681 -6.918 -1.408
H -1.303 -7.354 0.004
H -3.029 -6.482 1.575
H -3.951 -4.548 2.851
H -2.800 -2.342 2.682
H 1.478 2.355 -0.224
C 3.764 1.147 -1.844
C 2.571 0.365 -2.410
C 2.266 0.885 -3.824
C 2.923 -1.119 -2.495
C 1.380 0.593 -1.526
C 0.445 -0.171 -0.918
H 4.644 1.012 -2.480
H 4.009 0.803 -0.837
H 3.535 2.213 -1.798
H 3.122 0.713 -4.484
H 2.048 1.953 -3.811
H 1.397 0.370 -4.238
H 3.779 -1.260 -3.162
H 2.088 -1.698 -2.893
H 3.167 -1.524 -1.512



6.
A gas-phase ion, C9H12BF2 (charge -1). Source: OMol25; level of theory: ωB97M-V with the def2-TZVPD basis set.

HOMO level	-4.63	eV
net charge	-1
E_LUMO	3.64	eV
electronic energy	-15637.220	eV
frontier orbital gap	0.304	hartree

Cartesian coordinates (Å):
F -2.348 -0.281 1.331
C -2.284 -0.455 -0.127
C -1.695 -1.906 -0.479
B -0.182 -1.910 -1.114
F 0.092 -3.335 -1.519
C 1.009 -1.545 -0.013
C 1.054 0.040 0.206
C 0.976 1.019 -1.025
C 0.979 2.558 -0.776
C 1.069 3.068 0.712
C 1.174 2.076 1.921
C 1.177 0.543 1.684
H -3.378 -0.439 -0.508
H -1.722 0.419 -0.602
H -1.730 -2.600 0.433
H -2.403 -2.360 -1.277
H -0.070 -1.274 -2.124
H 2.030 -1.910 -0.417
H 0.851 -2.136 0.972
H 0.916 0.635 -2.102
H 0.900 3.329 -1.613
H 1.081 4.206 0.876
H 1.239 2.438 3.000
H 1.265 -0.181 2.562



7.
3 unconnected molecules or ions with the total composition C14H25N3O4. Source: OMol25; level of theory: ωB97M-V with the def2-TZVPD basis set.

HOMO level	-8.92	eV
energy above the lowest of the compared OMol25 structures with the same formula, charge and spin	130.3	kcal per mole
E_LUMO	0.62	eV
structure (SMILES)	CC(C)=N[C@@H](COO)OC=O.CCCC#N.CCCC#N
electronic energy	-27579.116	eV
frontier orbital gap	0.351	hartree

Cartesian coordinates (Å):
C 3.837 -1.608 -0.037
C 4.032 -0.156 0.299
C 4.660 0.128 1.634
N 3.763 0.837 -0.450
C 2.711 0.649 -1.426
C 1.361 0.595 -0.743
O 0.397 0.984 -1.716
O -0.889 0.909 -1.107
O 2.687 1.804 -2.305
C 3.973 2.178 -2.611
O 4.616 1.581 -3.446
H 3.805 -1.796 -1.103
H 2.942 -2.025 0.420
H 4.681 -2.157 0.373
H 5.738 -0.015 1.615
H 4.183 -0.464 2.409
H 4.490 1.176 1.854
H 2.833 -0.211 -2.087
H 1.273 1.292 0.097
H 1.117 -0.421 -0.431
H -0.786 0.910 -0.144
H 4.385 3.044 -2.089
C -3.570 -3.793 -2.862
C -4.315 -2.551 -2.387
C -3.395 -1.339 -2.201
C -2.365 -1.612 -1.200
N -1.572 -1.863 -0.407
H -2.827 -4.116 -2.132
H -4.264 -4.621 -3.010
H -3.060 -3.607 -3.809
H -4.820 -2.773 -1.445
H -5.088 -2.294 -3.113
H -3.968 -0.470 -1.876
H -2.903 -1.082 -3.140
C -3.211 1.509 2.687
C -2.369 1.833 3.916
C -1.082 2.593 3.576
C -0.233 1.802 2.685
N 0.432 1.184 1.979
H -2.677 0.852 1.998
H -4.127 0.997 2.977
H -3.487 2.418 2.149
H -2.119 0.905 4.435
H -2.957 2.437 4.608
H -0.518 2.815 4.482
H -1.313 3.539 3.084



8.
A molecular structure, C42H54GeHfIN8O9P. Source: OMol25; level of theory: ωB97M-V with the def2-TZVPD basis set.

2S+1	2
HOMO level (spin up / spin down)	-10.02 / -10.02	eV
energy above the lowest of the compared OMol25 structures with the same formula, charge and spin	0.0	kcal per mole
net charge	+1
E_LUMO (spin up / spin down)	-2.23 / -6.66	eV
electronic energy	-149989.338	eV
expectation value of S²	0.755
frontier orbital gap (spin up / spin down)	0.286 / 0.123	hartree

Cartesian coordinates (Å):
Hf 0.085 -0.098 1.311
C -2.330 -2.003 3.434
C -1.051 -1.557 4.128
C -1.132 -0.387 5.144
C -0.434 -2.754 4.909
O -0.138 -1.182 3.061
Ge 1.943 -1.468 3.443
O 2.152 -2.552 2.005
C 2.617 -3.920 1.791
C 1.443 -4.692 1.155
C 3.793 -3.877 0.786
C 3.014 -4.604 3.097
O 1.951 0.083 2.116
C 3.168 0.920 2.035
C 3.523 1.050 0.560
C 4.310 0.201 2.740
C 2.919 2.288 2.678
H -3.112 -2.214 4.162
H -2.155 -2.950 2.888
H -2.693 -1.224 2.756
H -1.914 -0.606 5.867
H -1.355 0.589 4.673
H -0.154 -0.243 5.635
H -1.242 -3.179 5.534
H 0.425 -2.404 5.526
H -0.107 -3.546 4.216
H 1.113 -4.295 0.188
H 0.591 -4.638 1.832
H 1.687 -5.737 0.976
H 3.476 -3.355 -0.125
H 4.025 -4.924 0.589
H 4.696 -3.426 1.232
H 2.198 -4.576 3.806
H 3.872 -4.171 3.619
H 3.269 -5.646 2.867
H 3.675 0.053 0.126
H 4.464 1.633 0.429
H 2.711 1.480 -0.017
H 4.442 -0.817 2.319
H 4.195 0.133 3.827
H 5.254 0.786 2.590
H 2.064 2.799 2.220
H 3.809 2.897 2.504
H 2.686 2.161 3.730
N 1.516 5.945 -0.943
C 1.796 5.052 0.065
N 0.745 4.523 0.575
C -0.373 5.146 -0.017
C -1.763 4.941 0.125
C -2.630 5.578 -0.794
C -2.105 6.440 -1.797
C -0.743 6.689 -1.920
C 0.131 6.016 -1.042
H 2.172 6.476 -1.489
H 2.815 4.755 0.317
H -2.176 4.302 0.888
H -3.731 5.491 -0.670
H -2.753 6.955 -2.486
H -0.382 7.449 -2.638
N -4.802 -3.949 -0.310
C -3.677 -3.623 -0.378
N -2.454 -3.317 -0.625
C -1.643 -2.517 -0.092
N -0.709 -1.817 0.204
I -7.260 4.265 3.590
C -5.439 3.251 3.261
C -5.430 2.130 2.405
C -4.248 1.572 1.974
C -3.026 2.144 2.389
C -3.029 3.174 3.346
C -4.230 3.705 3.833
C -1.775 1.537 1.904
O -0.605 1.667 2.419
O -1.874 0.729 0.880
H -6.365 1.690 2.088
H -4.233 0.714 1.288
H -2.084 3.551 3.776
H -4.258 4.522 4.533
C 3.336 -3.796 -4.701
N 3.331 -2.352 -4.748
C 2.310 -1.934 -5.705
N 0.955 -2.472 -5.415
C 1.037 -3.933 -5.392
N 2.061 -4.413 -4.463
C 1.622 -4.255 -3.082
P 1.462 -2.438 -2.708
C 3.013 -1.737 -3.425
C 0.401 -1.942 -4.169
H 4.022 -4.181 -3.926
H 3.681 -4.154 -5.678
H 2.607 -2.282 -6.707
H 2.248 -0.837 -5.720
H 1.325 -4.298 -6.393
H 0.086 -4.342 -5.101
H 2.332 -4.731 -2.361
H 0.614 -4.754 -2.936
H 3.836 -1.882 -2.710
H 2.870 -0.641 -3.573
H 0.411 -0.862 -4.188
H -0.616 -2.354 -4.062
O 1.513 1.591 -2.211
C 0.498 1.154 -1.677
O 0.524 0.521 -0.483
C -0.835 1.367 -2.343
C -0.897 2.438 -3.289
C -2.068 2.932 -3.831
C -3.249 2.259 -3.439
O -4.542 2.666 -3.607
C -5.367 1.783 -2.829
O -4.484 0.716 -2.307
C -3.213 1.136 -2.631
C -1.997 0.661 -2.135
H 0.052 2.922 -3.528
H -2.079 3.799 -4.495
H -6.130 1.333 -3.493
H -5.807 2.346 -1.994
H -1.995 -0.248 -1.563



9.
A molecular structure, C22H25N5O2Ti. Source: OMol25; level of theory: ωB97M-V with the def2-TZVPD basis set.

HOMO level (spin up / spin down)	-5.13 / -5.16	eV
energy above the lowest of the compared OMol25 structures with the same formula, charge and spin	0.0	kcal per mole
E_LUMO (spin up / spin down)	0.27 / 0.27	eV
electronic energy	-57877.472	eV
frontier orbital gap (spin up / spin down)	0.198 / 0.200	hartree

Cartesian coordinates (Å):
Ti -0.126 -0.307 0.212
C -0.093 -0.717 3.067
N 0.418 0.322 2.134
C 1.878 0.493 2.306
C -0.375 1.560 2.251
C 0.056 2.647 2.975
C -0.705 3.818 3.001
C -1.883 3.865 2.286
C -2.337 2.761 1.564
C -1.611 1.574 1.537
N -1.882 0.401 0.834
C -2.949 0.054 0.009
C -4.243 0.575 0.022
C -5.213 0.091 -0.851
C -4.935 -0.931 -1.743
C -3.662 -1.493 -1.745
C -2.691 -1.010 -0.895
N -1.349 -1.614 -0.821
C -1.362 -2.810 0.062
C -0.729 -1.936 -2.134
H 0.128 -0.447 4.102
H 0.377 -1.680 2.851
H -1.170 -0.796 2.953
H 2.126 0.717 3.346
H 2.221 1.304 1.668
H 2.381 -0.422 2.010
H 0.999 2.612 3.504
H -0.359 4.677 3.558
H -2.467 4.777 2.271
H -3.236 2.853 0.975
H -4.504 1.348 0.728
H -6.206 0.523 -0.823
H -5.693 -1.297 -2.421
H -3.432 -2.305 -2.425
H -1.906 -3.636 -0.401
H -1.860 -2.558 0.998
H -0.337 -3.135 0.255
H -0.776 -1.058 -2.773
H -1.235 -2.776 -2.613
H 0.312 -2.206 -1.977
O 0.155 1.002 -1.026
N 1.254 0.958 -1.774
N 2.044 -0.075 -1.311
O 1.589 -0.876 -0.329
C 3.344 -0.251 -1.780
C 4.257 -0.986 -1.030
C 5.556 -1.142 -1.492
C 5.957 -0.572 -2.693
C 5.033 0.150 -3.438
C 3.728 0.313 -2.997
H 3.941 -1.431 -0.097
H 6.264 -1.710 -0.900
H 6.975 -0.687 -3.042
H 5.328 0.590 -4.384
H 3.005 0.878 -3.568